[1]
C9H24N4S3Sc as an isolated structure, computed with ωB97M-V/def2-TZVPD.

Summary:
Net charge = +3
HOMO energy = -19.44 eV

XYZ file:
```
41
Properties=species:S:1:pos:R:3:forces:R:3
Sc -0.423 -0.085 0.257 1.19 -0.70 -0.39
S 1.684 1.040 1.496 0.45 0.15 -0.26
S 1.035 -2.115 0.638 0.47 -0.23 -0.17
S -0.852 -1.315 -2.060 0.25 0.23 -0.48
N -1.048 -2.444 2.280 0.18 0.74 0.73
N -1.395 -1.121 1.929 -0.88 0.00 1.41
N 0.518 -3.993 2.558 -0.72 2.04 -0.53
N 0.063 1.521 -1.120 -0.36 0.98 -0.17
C 0.203 -2.856 1.883 -0.53 -2.64 1.74
C 0.671 -1.997 -2.860 0.27 -0.15 0.64
C -1.101 0.267 -2.948 -0.15 -0.08 0.37
C -0.038 1.279 -2.603 0.90 0.07 -0.04
C 1.237 2.436 -0.847 0.04 -0.26 -0.50
C -2.761 1.597 0.734 -0.94 -1.23 1.55
C -3.294 0.687 1.656 0.14 2.22 -1.36
C 1.484 2.626 0.636 -0.23 0.38 -0.01
C 3.334 0.472 0.867 -0.10 -0.25 0.11
H -2.384 -1.077 1.649 0.30 -0.77 0.10
H 2.385 3.234 0.772 -0.19 -0.08 0.15
H 4.139 1.166 1.163 -0.64 -0.09 0.06
H 3.524 -0.503 1.334 -0.10 0.32 -0.13
H 0.649 3.138 1.147 0.34 -0.08 -0.20
H -0.111 -4.235 3.322 0.34 -0.35 -0.29
H -0.794 2.049 -0.848 0.58 0.14 -0.49
H 0.849 -2.967 -2.367 -0.10 0.39 -0.24
H 1.544 -1.349 -2.703 -0.33 -0.17 -0.03
H 0.961 0.902 -2.928 -0.69 0.31 0.22
H -2.177 2.481 1.066 -0.26 -0.72 0.10
H -1.256 -2.630 3.274 -0.14 -0.10 -0.80
H -3.081 0.748 2.740 0.03 0.31 -0.71
H 1.061 3.388 -1.374 0.19 -0.24 0.33
H 1.406 -4.446 2.580 0.68 -0.16 -0.44
H 0.517 -2.165 -3.930 -0.32 0.14 0.24
H -1.092 0.072 -4.013 -0.15 -0.07 -0.22
H -4.081 -0.065 1.430 0.61 0.57 -0.35
H 3.322 0.362 -0.219 -0.02 -0.01 0.14
H -2.110 0.591 -2.662 0.11 0.02 -0.19
H -3.108 1.663 -0.311 -0.02 -0.37 0.54
H -0.195 2.246 -3.102 -0.08 -0.32 -0.05
H -1.401 -0.551 2.798 0.30 -0.24 -0.57
H 2.115 1.951 -1.314 -0.43 0.30 0.17
```
Forces are in eV/Å.

[2]
One molecule with the formula C3H4N2O, computed with ωB97M-V/def2-TZVPD.

Summary:
Net charge = 0
SMILES string = O=c1[nH]cc[nH]1
HOMO energy = -8.28 eV

XYZ file:
```
10
Properties=species:S:1:pos:R:3:forces:R:3
O -0.229 0.290 -2.379 -0.08 -0.24 0.25
N 0.472 1.025 -0.286 -0.23 -0.36 0.26
N -0.366 -0.994 -0.418 0.17 -0.03 -0.14
C -0.044 -0.766 0.921 0.04 0.12 -0.02
C -0.059 0.110 -1.187 -0.18 0.26 -0.21
C 0.445 0.484 1.013 -0.07 -0.08 0.02
H -0.167 -1.532 1.673 0.06 0.18 -0.10
H 0.329 1.993 -0.512 0.35 0.15 0.10
H 0.848 1.002 1.873 -0.16 -0.08 -0.24
H -0.790 -1.815 -0.815 0.11 0.08 0.09
```
Forces are in eV/Å.

[3]
C4H6N2O2 as an isolated structure, computed with ωB97M-V/def2-TZVPD.

Summary:
Net charge = 0
HOMO energy = -7.99 eV

XYZ file:
```
14
Properties=species:S:1:pos:R:3:forces:R:3
O 0.519 -1.882 -1.095 0.48 0.20 0.46
O 1.561 0.490 1.664 -0.27 -0.85 -0.96
N 0.100 -1.305 0.142 1.31 -0.31 1.01
N 0.225 1.780 -1.699 0.57 0.23 -1.00
C 0.094 0.872 -0.903 -0.70 -0.95 0.74
C 1.429 -0.126 0.655 -0.74 -1.45 1.22
C -1.613 0.268 0.788 0.11 0.50 0.23
C -0.460 -0.081 -0.107 -0.74 1.73 -0.94
H -1.840 1.334 0.760 0.05 -0.04 0.01
H -1.413 -0.027 1.819 0.07 0.01 -0.04
H -2.498 -0.275 0.447 0.13 -0.09 -0.06
H 2.115 -0.574 -0.061 0.10 0.65 -0.68
H 0.694 -2.795 -0.827 -0.01 0.14 -0.16
H 1.086 2.321 -1.583 -0.35 0.22 0.17
```
Forces are in eV/Å.

[4]
C36H44CoN5OP2Si as an isolated structure, computed with ωB97M-V/def2-TZVPD.

Summary:
Net charge = +1
2S+1 = 2
<S²> = 0.7780
HOMO energy (spin up / spin down) = -9.82 / -9.91 eV

XYZ file:
```
90
Properties=species:S:1:pos:R:3:forces:R:3
Co 0.450 0.648 -0.565 -0.02 -0.16 -0.10
P -1.354 0.163 0.679 -0.08 -0.05 0.01
P 0.831 -1.351 0.529 -0.05 0.09 0.08
Si -1.428 1.360 -3.475 0.00 0.01 -0.01
O 0.916 2.201 0.721 0.15 0.04 -0.07
N 1.237 3.764 2.294 0.00 0.03 0.02
N -0.637 -1.211 1.383 0.02 0.00 -0.01
N 1.980 0.747 -1.762 0.02 -0.01 0.06
N 2.106 1.648 2.581 -0.01 0.02 -0.01
N -0.109 0.819 -2.478 0.01 0.02 0.12
C -2.707 2.159 -2.374 -0.02 0.01 0.04
C 2.061 -1.804 1.787 0.00 -0.05 -0.03
C -0.861 2.674 -4.682 0.01 0.04 -0.02
C -2.247 3.246 3.954 0.02 -0.01 0.00
C -1.391 1.086 3.330 0.00 0.01 -0.01
C 1.773 0.697 -4.137 0.00 -0.02 -0.03
C -4.092 -1.787 -1.562 -0.01 -0.01 0.00
C 1.399 2.515 1.822 -0.09 -0.04 0.02
C 3.149 0.663 -4.210 0.00 0.01 0.00
C 0.722 -5.220 -0.805 0.00 0.01 0.00
C 4.081 0.738 -0.539 -0.02 -0.01 0.01
C 0.859 -4.117 0.021 -0.03 -0.01 -0.01
C 3.294 -2.313 1.372 0.01 0.03 0.01
C 3.312 0.719 -1.826 0.00 0.00 -0.02
C 0.487 -5.046 -2.164 0.00 0.01 0.01
C -4.160 -0.144 0.683 -0.02 -0.01 0.03
C 2.819 -1.898 4.077 0.00 -0.01 -0.01
C -5.338 -0.669 0.167 0.00 0.01 -0.01
C 0.748 -2.830 -0.509 0.01 0.02 -0.03
C -2.603 3.487 2.631 0.01 -0.01 -0.01
C -5.304 -1.488 -0.951 0.01 0.00 0.01
C 1.187 0.764 -2.863 0.03 0.07 0.01
C -1.369 -2.304 2.024 0.02 0.01 0.01
C -2.350 2.532 1.660 0.00 -0.01 0.02
C 0.386 -3.770 -2.699 0.01 0.00 0.00
C 4.280 -2.599 2.301 0.00 0.01 0.01
C -2.170 -0.057 -4.445 -0.02 -0.02 -0.03
C 3.937 0.686 -3.059 0.00 0.00 -0.01
C -2.946 -0.433 0.068 0.04 0.01 -0.05
C -2.917 -1.255 -1.059 -0.02 -0.02 0.05
C 4.045 -2.391 3.655 -0.02 -0.01 -0.01
C -1.641 2.048 4.302 -0.01 0.01 0.00
C 0.516 -2.662 -1.873 -0.02 0.00 0.02
C -1.750 1.321 2.009 0.01 0.03 -0.01
C 1.704 4.238 3.580 -0.01 0.00 0.00
C 1.830 -1.604 3.146 0.02 0.03 0.00
H 3.413 0.910 0.303 0.01 0.00 -0.02
H 0.876 -1.214 3.478 -0.01 -0.01 0.00
H -4.192 0.491 1.559 -0.01 -0.01 -0.01
H -2.265 3.017 -1.860 -0.01 -0.01 0.00
H 5.016 0.677 -3.119 0.00 0.00 0.00
H 0.683 4.364 1.707 -0.01 0.00 0.00
H -2.103 -1.899 2.722 0.00 0.01 0.00
H -1.371 1.855 5.333 0.00 0.00 0.00
H 1.446 5.289 3.676 0.00 0.00 0.00
H -6.282 -0.438 0.642 0.00 0.00 0.00
H 4.607 -0.204 -0.385 0.01 -0.02 0.00
H -6.224 -1.894 -1.351 0.00 0.00 0.00
H -3.079 4.419 2.359 0.00 0.00 0.00
H -2.447 3.992 4.712 0.00 0.00 0.00
H -1.972 -1.469 -1.546 0.02 0.00 -0.01
H 5.232 -2.993 1.971 0.00 0.00 0.00
H -3.543 2.527 -2.974 0.01 0.00 -0.01
H -2.926 0.310 -5.145 -0.01 -0.01 0.00
H 3.475 -2.497 0.319 0.01 0.01 0.00
H 2.172 0.690 2.283 0.01 -0.02 0.00
H -1.741 3.199 -5.063 0.01 0.01 -0.01
H -1.399 -0.565 -5.031 -0.01 0.00 -0.01
H -3.117 1.475 -1.631 -0.01 0.00 0.01
H 2.394 1.871 3.517 0.01 0.00 0.00
H -2.645 -0.797 -3.800 0.01 0.01 -0.01
H 1.062 -4.258 1.076 0.00 0.00 0.00
H 3.628 0.623 -5.181 0.00 -0.01 0.00
H -0.223 3.412 -4.191 0.00 0.00 -0.01
H -1.893 -2.920 1.291 0.01 0.00 -0.01
H 1.228 3.699 4.404 0.00 0.00 0.00
H -0.914 0.154 3.603 0.00 -0.01 0.00
H 0.428 -1.662 -2.286 0.00 -0.01 0.00
H -4.066 -2.425 -2.436 0.00 0.00 0.00
H 1.158 0.672 -5.024 0.01 0.00 0.00
H -2.620 2.725 0.627 0.00 0.01 0.00
H 2.627 -1.751 5.132 0.00 0.00 0.00
H 4.829 1.531 -0.556 0.00 0.00 0.01
H 0.390 -5.910 -2.808 -0.01 0.00 0.00
H -0.322 2.284 -5.545 0.00 0.00 0.01
H 4.814 -2.624 4.379 0.00 0.00 0.00
H 0.803 -6.217 -0.392 0.00 0.00 0.00
H 2.789 4.153 3.666 0.00 0.00 0.00
H 0.214 -3.635 -3.758 0.00 0.00 0.00
H -0.674 -2.933 2.580 0.00 0.01 0.01
```
Forces are in eV/Å.

Energy relative to the best compared isomer or geometry (same formula, charge and spin) values, unit kJ/mol, following the record order: 49.9 1.1 591.8 3.8.